{"formula": "C14H39BF4NO10", "method": "ωB97M-V with the def2-TZVPD basis set", "e_lumo_ha": 0.0973, "charge": -1, "symbols": ["B", "F", "F", "F", "F", "C", "O", "C", "C", "N", "C", "C", "O", "C", "H", "H", "H", "H", "H", "H", "H", "H", "H", "H", "H", "H", "H", "H", "H", "C", "C", "O", "O", "H", "H", "H", "H", "H", "H", "C", "C", "O", "O", "H", "H", "H", "H", "H", "H", "C", "C", "O", "O", "H", "H", "H", "H", "H", "H", "C", "C", "O", "O", "H", "H", "H", "H", "H", "H"], "coordinates": [[-0.543, 1.839, 1.192], [-0.316, 0.977, 2.254], [-1.732, 1.545, 0.565], [-0.630, 3.161, 1.695], [0.593, 1.929, 0.388], [-1.689, -2.296, 1.842], [-1.665, -3.454, 1.014], [-2.586, -3.266, -0.041], [-2.737, -4.620, -0.795], [-3.595, -4.303, -2.028], [-2.780, -4.284, -3.267], [-1.768, -3.080, -3.386], [-1.151, -3.124, -4.628], [-1.700, -2.165, -5.560], [-1.495, -1.357, 1.322], [-1.087, -2.656, 2.676], [-2.656, -2.162, 2.328], [-2.045, -2.469, -0.551], [-3.464, -2.787, 0.391], [-3.304, -5.244, -0.105], [-1.750, -5.026, -1.019], [-4.269, -5.034, -2.203], [-3.514, -4.178, -4.065], [-2.308, -5.263, -3.341], [-1.035, -3.257, -2.599], [-2.164, -2.105, -3.103], [-1.237, -1.933, -6.519], [-1.991, -1.173, -5.214], [-2.665, -2.588, -5.838], [-0.225, 1.022, -4.139], [-0.409, 1.588, -2.739], [-1.193, 0.733, -1.887], [0.558, -0.170, -4.082], [0.046, 1.736, -4.917], [-1.246, 0.694, -4.333], [-0.957, 2.529, -2.773], [0.510, 1.701, -2.165], [-1.146, 1.047, -0.981], [0.109, -0.794, -3.507], [3.212, 0.779, 1.890], [4.637, 0.115, 2.057], [4.925, -0.298, 3.353], [2.119, 0.055, 2.580], [3.147, 0.731, 0.803], [3.257, 1.796, 2.281], [5.418, 0.731, 1.611], [4.714, -0.842, 1.540], [5.861, -0.503, 3.281], [1.290, 0.315, 2.171], [1.565, 5.140, -1.106], [0.014, 5.437, -0.864], [-0.144, 6.391, 0.204], [2.053, 4.375, 0.030], [2.259, 5.954, -1.317], [1.489, 4.426, -1.927], [-0.397, 4.454, -0.632], [-0.368, 5.836, -1.804], [0.182, 5.889, 0.955], [1.521, 3.631, 0.321], [1.616, 1.177, 5.331], [0.893, -0.106, 5.815], [1.296, -1.229, 5.124], [2.985, 0.988, 4.999], [1.498, 1.912, 6.128], [1.177, 1.444, 4.369], [-0.190, -0.018, 5.721], [1.009, -0.134, 6.898], [0.733, -1.980, 5.324], [3.466, 1.818, 4.982]]}